{
  "formula": "C28H35IN4O2S2",
  "method": "ωB97M-V/def2-TZVPD",
  "largest_force_ha_per_bohr": 0.0210,
  "smiles": "CCCCON1c2ccccc2Sc2c(S)c(CC(N)(N)N)c(C[C@@H](C)OCc3ccccc3)c(I)c21",
  "gap_ev": 8.2,
  "energy_ev": -69428.825,
  "e_homo_ev": -7.73,
  "species": ["C", "C", "C", "C", "O", "N", "C", "C", "C", "C", "C", "C", "S", "C", "C", "S", "C", "C", "C", "N", "N", "N", "C", "C", "C", "C", "O", "C", "C", "C", "C", "C", "C", "C", "C", "I", "C", "H", "H", "H", "H", "H", "H", "H", "H", "H", "H", "H", "H", "H", "H", "H", "H", "H", "H", "H", "H", "H", "H", "H", "H", "H", "H", "H", "H", "H", "H", "H", "H", "H", "H", "H"],
  "xyz": [[5.6467, -0.9963, -1.3831], [4.8911, -2.2859, -1.7573], [3.5904, -2.3900, -0.9335], [2.5366, -3.2500, -1.6355], [1.2041, -2.7582, -1.6120], [0.6301, -2.5782, -0.3353], [0.7540, -3.6565, 0.5601], [0.1314, -4.8595, 0.2242], [0.2002, -5.9663, 1.0556], [0.8836, -5.8642, 2.2637], [1.4931, -4.6729, 2.6244], [1.4359, -3.5771, 1.7665], [2.2472, -2.0858, 2.2734], [1.3683, -0.8828, 1.3122], [1.3970, 0.4539, 1.7273], [2.3310, 0.8259, 3.2011], [0.7045, 1.4558, 1.0276], [0.7983, 2.8803, 1.4885], [1.9499, 3.7178, 0.8114], [2.7894, 2.9791, -0.1009], [1.3129, 4.7796, 0.0591], [2.8058, 4.2660, 1.9009], [-0.0470, 1.0799, -0.1016], [-0.8513, 2.1190, -0.8568], [-2.3670, 2.0052, -0.5706], [-2.7676, 2.8910, 0.5951], [-2.9978, 2.3646, -1.7993], [-4.3890, 2.5786, -1.7377], [-5.1806, 1.4193, -1.1935], [-6.2179, 1.6570, -0.2934], [-6.9992, 0.6154, 0.1985], [-6.7451, -0.6915, -0.1971], [-5.7025, -0.9349, -1.0885], [-4.9327, 0.1093, -1.5851], [-0.0466, -0.2590, -0.5109], [-1.1698, -0.8314, -2.2004], [0.6741, -1.2563, 0.1616], [6.7175, -1.0925, -1.5368], [5.4787, -0.7564, -0.3348], [5.2923, -0.1546, -1.9711], [4.6589, -2.2245, -2.8165], [5.5422, -3.1294, -1.5550], [3.2274, -1.3792, -0.7875], [3.8622, -2.8653, 0.0020], [2.7757, -3.2674, -2.6944], [2.5904, -4.2890, -1.3090], [-0.4148, -4.9248, -0.7053], [-0.2991, -6.8712, 0.7587], [0.9260, -6.7106, 2.9307], [2.0165, -4.5879, 3.5636], [3.4554, 1.3506, 2.6871], [-0.1234, 3.4183, 1.3253], [0.9738, 2.8771, 2.5547], [3.2015, 2.1893, 0.3750], [2.2296, 2.6476, -0.8774], [1.9648, 5.1901, -0.5950], [0.9202, 5.4736, 0.6758], [3.7568, 3.9322, 1.7980], [2.8609, 5.2685, 1.8004], [-0.5203, 3.1002, -0.5419], [-0.7102, 2.0237, -1.9263], [-2.6006, 0.9641, -0.3458], [-2.4940, 3.9193, 0.3785], [-3.8205, 2.8134, 0.8408], [-2.2367, 2.5326, 1.4718], [-4.6486, 3.4916, -1.2022], [-4.7007, 2.7384, -2.7690], [-6.4402, 2.6602, 0.0418], [-7.8081, 0.7994, 0.8867], [-7.3516, -1.4945, 0.1843], [-5.5177, -1.9543, -1.3896], [-4.1259, -0.0897, -2.2760]]
}



{
  "formula": "C5H10O2",
  "method": "ωB97M-V/def2-TZVPD",
  "largest_force_ha_per_bohr": 0.0132,
  "relative_energy_kj_mol": 131.3,
  "smiles": "C[C@@H](O)CCC=O",
  "gap_ev": 10.7,
  "energy_ev": -9441.683,
  "e_homo_ev": -9.77,
  "species": ["C", "C", "O", "C", "C", "C", "O", "H", "H", "H", "H", "H", "H", "H", "H", "H", "H"],
  "xyz": [[1.2429, -1.5727, 1.0715], [0.7499, -0.2005, 0.6250], [1.4603, 0.2612, -0.5165], [-0.7517, -0.2086, 0.3501], [-1.2854, 1.0975, -0.2465], [-0.7006, 1.5034, -1.5861], [-0.8462, 0.7618, -2.5319], [0.7603, -1.8849, 2.0044], [1.0141, -2.3274, 0.3081], [2.3252, -1.5579, 1.2252], [0.9794, 0.5391, 1.4027], [1.2198, -0.3079, -1.2620], [-0.9856, -1.0121, -0.3584], [-1.2940, -0.4397, 1.2776], [-1.2923, 1.9016, 0.5015], [-2.3016, 0.9120, -0.5751], [-0.2945, 2.5351, -1.6896]]
}



{
  "formula": "C2H3N5O",
  "method": "ωB97M-V/def2-TZVPD",
  "largest_force_ha_per_bohr": 0.1895,
  "relative_energy_kj_mol": 511.8,
  "gap_ev": 8.6,
  "energy_ev": -11615.525,
  "e_homo_ev": -9.81,
  "species": ["C", "C", "H", "H", "H", "N", "N", "N", "N", "N", "O"],
  "xyz": [[0.8845, -0.4369, -0.6047], [-0.3937, 0.2733, 1.1625], [1.8603, -1.4780, -2.1902], [2.5601, -1.8361, -0.6385], [-1.2356, 1.3743, 2.5469], [2.0000, -0.7801, -1.2332], [-0.1466, 0.0249, -1.5007], [-1.2644, 0.3528, -1.1347], [-0.3913, 0.9419, 2.2848], [0.7408, -0.4460, 0.7265], [-1.5875, 0.2833, 0.3670]]
}



{
  "formula": "C4H14N2O",
  "method": "ωB97M-V/def2-TZVPD",
  "largest_force_ha_per_bohr": 0.0620,
  "relative_energy_kj_mol": 223.3,
  "smiles": "CNCCCN.O",
  "gap_ev": 8.8,
  "energy_ev": -9401.293,
  "e_homo_ev": -8.20,
  "species": ["C", "N", "C", "C", "C", "N", "H", "H", "H", "H", "H", "H", "H", "H", "H", "H", "H", "H", "O", "H", "H"],
  "xyz": [[-0.1965, -0.9558, -3.1322], [-1.0083, -0.5364, -1.9977], [-0.4292, 0.5724, -1.1780], [-0.5846, 0.3780, 0.3060], [0.4112, -0.7770, 0.7603], [-0.1286, -2.1144, 0.5124], [0.1151, -0.1028, -3.7768], [0.8122, -1.2904, -2.7870], [-0.8144, -1.5949, -3.7427], [-1.4299, -1.1597, -1.3315], [0.6325, 0.6600, -1.4405], [-0.9215, 1.4356, -1.6122], [-1.4833, 0.1406, 0.9025], [-0.1103, 1.2974, 0.7206], [0.4612, -0.6274, 1.8279], [1.3980, -0.6474, 0.3238], [-1.0919, -2.3098, 0.7508], [-0.0490, -2.3654, -0.4623], [1.3145, 3.1436, 5.4392], [1.4143, 2.8228, 4.5427], [1.6887, 4.0310, 5.3746]]
}



{
  "formula": "C31H39N5PdS",
  "method": "ωB97M-V/def2-TZVPD",
  "total_charge": -2,
  "s_squared": 2.03,
  "largest_force_ha_per_bohr": 0.1566,
  "relative_energy_kj_mol": 0.0,
  "spin_multiplicity": 3,
  "gap_ev": [3.5, 3.7],
  "energy_ev": -54539.479,
  "e_homo_ev": [0.77, 0.51],
  "species": ["Pd", "N", "N", "C", "C", "C", "C", "H", "H", "H", "C", "C", "H", "H", "H", "C", "C", "H", "H", "H", "C", "H", "H", "H", "C", "H", "H", "H", "C", "H", "C", "H", "C", "H", "C", "H", "C", "C", "H", "C", "C", "H", "C", "H", "N", "C", "C", "C", "H", "C", "C", "H", "H", "H", "C", "H", "C", "C", "H", "H", "H", "C", "H", "H", "H", "S", "C", "N", "C", "C", "N", "H", "H", "H", "H", "H", "H"],
  "xyz": [[0.2736, -0.2823, -0.2857], [-3.0219, 3.7839, 1.3407], [-0.7278, 0.8433, -2.9269], [0.5873, -2.1661, 0.5382], [-0.8102, -1.9514, 0.3329], [-1.1967, -0.7930, 1.0781], [-2.5604, -0.1973, 1.1506], [-3.2732, -0.8117, 0.5966], [-2.6082, 0.8194, 0.7398], [-2.8990, -0.1307, 2.1922], [-0.0357, -0.3029, 1.7491], [-0.0513, 0.8413, 2.7011], [-0.7465, 0.6498, 3.5301], [-0.3855, 1.7599, 2.2058], [0.9416, 1.0091, 3.1265], [1.0837, -1.1247, 1.3883], [2.5080, -0.9010, 1.7696], [2.7926, 0.1501, 1.6281], [3.1751, -1.5192, 1.1598], [2.6879, -1.1559, 2.8224], [-1.7138, -2.7979, -0.4908], [-2.1587, -3.6053, 0.1069], [-1.1715, -3.2633, -1.3181], [-2.5303, -2.2013, -0.9089], [1.3595, -3.2964, -0.0411], [2.4341, -3.1543, 0.0931], [1.1687, -3.3646, -1.1193], [1.0797, -4.2585, 0.4085], [-2.1887, 4.7818, 1.5829], [-2.1809, 5.1852, 2.6061], [-1.3432, 5.3553, 0.5938], [-0.7191, 6.2117, 0.8593], [-1.3637, 4.8258, -0.7034], [-0.6812, 5.2090, -1.4655], [-2.2477, 3.8121, -1.0095], [-2.2757, 3.3012, -1.9724], [-3.1962, 3.3979, 0.0095], [-4.3790, 2.6911, 0.0400], [-5.0014, 2.4556, -0.8420], [-0.0199, -0.0960, -2.3552], [-0.7626, 0.6130, -4.2823], [-1.2992, 1.2442, -4.9711], [-0.0036, -0.4846, -4.5618], [0.2262, -0.9706, -5.4938], [0.4888, -0.9379, -3.3382], [1.3702, -2.0537, -3.2160], [0.9268, -3.2979, -3.7095], [1.8505, -4.3471, -3.7808], [1.5193, -5.3098, -4.1747], [3.1815, -4.1715, -3.4046], [4.1635, -5.2863, -3.5868], [4.9278, -5.2676, -2.8057], [4.6752, -5.1983, -4.5533], [3.6539, -6.2533, -3.5685], [3.5979, -2.9279, -2.9289], [4.6451, -2.7765, -2.6643], [2.7103, -1.8503, -2.8306], [3.2266, -0.5189, -2.3893], [2.9183, 0.2967, -3.0547], [4.3251, -0.5525, -2.3782], [2.8986, -0.2612, -1.3695], [-0.4842, -3.5130, -4.1620], [-0.7559, -2.8878, -5.0251], [-1.2180, -3.3268, -3.3642], [-0.5888, -4.5646, -4.4652], [1.4550, 2.4181, -0.2371], [2.0579, 3.1486, 1.1777], [1.3808, 3.9630, 2.0241], [2.1869, 4.4495, 3.1273], [3.5526, 3.8254, 2.8573], [3.3187, 3.0386, 1.6563], [0.4097, 4.2232, 1.8747], [1.7713, 4.1135, 4.0836], [2.2288, 5.5432, 3.1305], [3.8726, 3.1813, 3.6822], [4.3217, 4.5837, 2.6813], [4.0400, 2.5453, 1.1437]]
}



{
  "formula": "C12H18N2O3S",
  "method": "ωB97M-V/def2-TZVPD",
  "largest_force_ha_per_bohr": 0.0194,
  "relative_energy_kj_mol": 87.9,
  "smiles": "CCCCNC(=O)NS(=O)(=O)c1ccc(C)cc1",
  "gap_ev": 10.2,
  "energy_ev": -32694.845,
  "e_homo_ev": -9.71,
  "species": ["C", "C", "C", "C", "N", "C", "O", "N", "S", "O", "O", "C", "C", "C", "C", "C", "C", "C", "H", "H", "H", "H", "H", "H", "H", "H", "H", "H", "H", "H", "H", "H", "H", "H", "H", "H"],
  "xyz": [[1.4749, -3.2259, 0.7523], [2.1130, -1.9846, 1.3641], [1.6024, -0.7116, 0.6949], [2.2167, 0.5503, 1.3038], [1.6909, 1.7437, 0.6813], [0.7138, 2.4694, 1.2511], [0.3024, 2.3383, 2.3808], [0.2028, 3.4529, 0.3890], [-0.0712, 3.1173, -1.2344], [1.1995, 2.8804, -1.8602], [-0.9001, 4.1725, -1.7227], [-0.9631, 1.5713, -1.1701], [-0.4604, 0.4713, -1.8347], [-1.1172, -0.7431, -1.7308], [-2.2696, -0.8610, -0.9619], [-2.9823, -2.1711, -0.8406], [-2.7647, 0.2675, -0.3117], [-2.1165, 1.4843, -0.4142], [1.8398, -4.1252, 1.2421], [0.3932, -3.1886, 0.8614], [1.7104, -3.2927, -0.3076], [1.8852, -1.9462, 2.4309], [3.1981, -2.0415, 1.2573], [1.8333, -0.7427, -0.3725], [0.5162, -0.6565, 0.7996], [3.3036, 0.5383, 1.1866], [1.9724, 0.6113, 2.3667], [1.9287, 1.9478, -0.2808], [-0.4870, 4.0542, 0.8133], [0.4384, 0.5828, -2.4199], [-0.7264, -1.6088, -2.2442], [-3.8853, -2.1595, -1.4505], [-2.3535, -2.9911, -1.1770], [-3.2810, -2.3518, 0.1897], [-3.6619, 0.1866, 0.2835], [-2.4955, 2.3615, 0.0855]]
}